C52H142N6O30 | wB97M-V/def2-TZVPD

Element x y z (Å)
C1 -9.19 -3.52 19.85
O1 -9.23 -4.31 21.02
C2 -7.95 -4.56 21.51
C3 -8.05 -5.35 22.80
N1 -8.83 -4.62 23.81
C4 -9.07 -5.52 24.93
C5 -10.31 -5.07 25.89
O2 -11.50 -5.22 25.18
C6 -12.66 -4.69 25.87
H1 -10.19 -3.56 19.41
H2 -8.61 -4.06 19.10
H3 -8.90 -2.48 19.94
H4 -7.31 -3.69 21.65
H5 -7.34 -5.20 20.87
H6 -7.05 -5.53 23.21
H7 -8.52 -6.25 22.40
H8 -9.76 -4.49 23.42
H9 -8.19 -5.44 25.56
H10 -9.18 -6.58 24.69
H11 -10.28 -4.10 26.39
H12 -10.40 -5.79 26.71
H13 -13.54 -4.94 25.28
H14 -12.55 -3.61 25.85
H15 -12.82 -5.03 26.89
C7 0.60 2.28 4.60
O3 -0.29 2.64 5.61
C8 -0.66 1.59 6.54
C9 -1.76 2.06 7.43
N2 -2.09 1.19 8.56
C10 -3.09 1.81 9.54
C11 -3.27 0.98 10.84
O4 -2.10 0.93 11.66
C12 -2.34 0.26 12.90
H16 1.64 2.28 4.94
H17 0.63 3.00 3.78
H18 0.32 1.34 4.14
H19 0.19 1.19 7.11
H20 -1.07 0.78 5.94
H21 -2.68 2.28 6.88
H22 -1.33 2.99 7.81
H23 -1.37 0.61 8.98
H24 -4.06 1.93 9.08
H25 -2.68 2.76 9.90
H26 -3.46 -0.05 10.56
H27 -4.02 1.30 11.56
H28 -2.73 -0.74 12.69
H29 -3.02 0.84 13.52
H30 -1.37 0.26 13.39
C13 2.57 -4.68 15.36
O5 3.76 -4.76 16.16
C14 3.49 -5.32 17.46
C15 4.76 -5.42 18.20
N3 4.50 -6.13 19.44
C16 5.79 -6.36 20.21
C17 5.56 -6.87 21.61
O6 5.01 -8.19 21.47
C18 4.57 -8.79 22.69
H31 1.86 -3.90 15.65
H32 2.13 -5.67 15.25
H33 2.87 -4.28 14.39
H34 3.02 -6.30 17.35
H35 2.74 -4.80 18.05
H36 5.08 -4.41 18.45
H37 5.45 -5.93 17.54
H38 4.02 -7.01 19.26
H39 6.26 -5.39 20.38
H40 6.45 -6.96 19.57
H41 4.82 -6.27 22.15
H42 6.41 -6.85 22.29
H43 3.74 -8.24 23.13
H44 5.31 -8.74 23.49
H45 4.22 -9.81 22.52
C19 0.82 -8.90 14.88
O7 0.47 -8.88 16.20
C20 -0.12 -7.67 16.67
C21 -0.03 -7.50 18.27
N4 -0.79 -8.55 18.86
C22 -0.81 -8.56 20.35
C23 -1.45 -9.83 20.90
O8 -2.89 -9.92 20.72
C24 -3.46 -10.84 21.61
H46 1.55 -9.71 14.91
H47 1.32 -8.01 14.51
H48 -0.02 -9.28 14.29
H49 -1.10 -7.39 16.29
H50 0.50 -6.84 16.31
H51 -0.42 -6.55 18.62
H52 1.04 -7.49 18.51
H53 -0.54 -9.46 18.50
H54 -1.32 -7.69 20.76
H55 0.23 -8.55 20.68
H56 -1.22 -9.80 21.96
H57 -1.02 -10.74 20.47
H58 -4.52 -11.01 21.44
H59 -3.40 -10.53 22.65
H60 -3.02 -11.83 21.49
C25 -8.95 -7.70 19.08
O9 -9.02 -8.23 20.42
C26 -10.18 -7.94 21.14
C27 -10.13 -8.66 22.47
N5 -11.33 -8.42 23.27
C28 -11.17 -8.98 24.65
C29 -12.48 -8.85 25.48
O10 -13.34 -9.80 25.07
C30 -14.53 -9.82 25.89
H61 -8.03 -7.93 18.54
H62 -8.95 -6.61 19.12
H63 -9.78 -8.07 18.48
H64 -11.10 -8.28 20.65
H65 -10.32 -6.86 21.20
H66 -9.23 -8.48 23.05
H67 -10.06 -9.73 22.28
H68 -11.98 -9.13 22.95
H69 -10.33 -8.46 25.12
H70 -10.81 -10.01 24.65
H71 -12.88 -7.84 25.43
H72 -12.21 -9.02 26.52
H73 -15.19 -8.96 25.83
H74 -14.35 -10.15 26.92
H75 -15.22 -10.54 25.46
C31 -5.35 -1.94 19.05
O11 -5.36 -2.68 17.84
C32 -5.56 -4.14 18.06
C33 -6.06 -4.88 16.87
N6 -5.14 -5.13 15.73
C34 -3.86 -5.73 15.99
C35 -2.93 -5.00 14.96
O12 -2.46 -3.66 15.36
C36 -1.49 -3.13 14.44
H76 -6.30 -2.09 19.57
H77 -5.05 -0.93 18.77
H78 -4.54 -2.40 19.61
H79 -6.36 -4.24 18.79
H80 -4.72 -4.64 18.54
H81 -6.82 -4.23 16.43
H82 -6.58 -5.79 17.14
H83 -4.98 -4.28 15.20
H84 -3.88 -6.81 15.82
H85 -3.59 -5.54 17.02
H86 -3.35 -4.89 13.96
H87 -2.04 -5.62 14.88
H88 -1.34 -2.10 14.78
H89 -1.98 -2.95 13.48
H90 -0.56 -3.70 14.41
O13 -2.21 0.09 19.04
H91 -2.75 0.00 19.82
H92 -2.73 0.61 18.44
O14 -3.56 -0.61 15.92
H93 -4.02 -1.33 15.49
H94 -2.70 -0.97 16.13
C37 -9.29 -1.63 16.70
C38 -8.17 -0.62 16.39
O15 -8.66 0.49 15.66
O16 -9.77 -2.33 15.53
H95 -10.24 -1.31 17.15
H96 -8.86 -2.41 17.32
H97 -7.38 -1.10 15.81
H98 -7.63 -0.22 17.25
H99 -8.84 0.24 14.75
H100 -10.12 -3.19 15.76
C39 -0.58 -3.51 19.76
C40 -1.31 -3.20 18.41
O17 -0.78 -4.05 17.40
O18 0.79 -3.06 19.83
H101 -0.64 -4.58 19.94
H102 -1.09 -3.03 20.60
H103 -1.16 -2.15 18.14
H104 -2.37 -3.46 18.47
H105 -1.26 -3.87 16.59
H106 1.23 -3.41 19.06
C41 -2.90 -1.08 22.54
C42 -3.26 -1.36 23.99
O19 -3.27 -0.35 24.95
O20 -3.99 -0.67 21.64
H107 -2.59 -2.04 22.13
H108 -2.10 -0.35 22.43
H109 -2.54 -2.11 24.31
H110 -4.18 -1.93 24.13
H111 -3.16 -0.80 25.80
H112 -4.72 -0.31 22.15
C43 -4.81 -6.61 21.41
C44 -3.96 -5.41 21.06
O21 -3.17 -5.21 22.25
O22 -5.45 -7.12 20.23
H113 -5.47 -6.31 22.22
H114 -4.42 -7.45 21.98
H115 -4.56 -4.52 20.87
H116 -3.31 -5.69 20.24
H117 -3.76 -4.66 22.78
H118 -4.73 -7.34 19.64
C45 -5.42 -9.07 17.59
C46 -3.84 -8.98 17.76
O23 -3.42 -7.87 18.43
O24 -5.89 -9.60 18.74
H119 -5.54 -9.71 16.71
H120 -5.96 -8.19 17.25
H121 -3.37 -8.97 16.77
H122 -3.34 -9.82 18.24
H123 -2.50 -8.07 18.63
H124 -5.75 -8.94 19.42
C47 -6.45 -8.24 12.14
C48 -5.56 -7.67 13.21
O25 -6.33 -7.57 14.41
O26 -7.64 -7.67 11.91
H125 -6.70 -9.28 12.38
H126 -5.84 -8.24 11.25
H127 -5.08 -6.75 12.88
H128 -4.70 -8.33 13.36
H129 -6.05 -6.73 14.78
H130 -8.13 -8.09 11.20
C49 -1.73 -4.37 10.84
C50 -2.47 -3.01 10.56
O27 -3.84 -2.94 10.89
O28 -2.11 -5.29 9.82
H131 -1.98 -4.78 11.82
H132 -0.66 -4.17 10.75
H133 -2.42 -2.80 9.49
H134 -2.00 -2.16 11.05
H135 -4.26 -3.60 10.33
H136 -3.06 -5.37 9.79
C51 -6.38 -2.78 12.95
C52 -7.16 -4.15 13.00
O29 -7.14 -4.89 11.87
O30 -5.00 -2.98 13.28
H137 -6.98 -2.07 13.52
H138 -6.40 -2.34 11.95
H139 -8.13 -3.93 13.46
H140 -6.81 -4.85 13.76
H141 -7.44 -5.77 12.09
H142 -4.45 -2.81 12.52

Output
F_max = 3.8 eV/A
energy = -126575.74993 eV
HOMO energy = -8.5 eV
frontier orbital gap = 8.7 eV